No. 1
16
Properties=species:S:1:pos:R:3 method="wB97M-V/def2-TZVPD" e_tot_ev=-8402.406 gap_ev=10.8028 smiles="OCCO.C=C"
H 1.47 -1.19 -0.89
C 1.37 0.65 0.00
H -0.95 -0.31 1.82
H 0.86 1.50 -0.46
H -2.64 -1.27 0.27
H -0.94 1.24 0.82
O -0.24 -0.85 -1.38
C 0.70 -0.71 -0.33
H 1.43 0.84 1.09
H -2.74 0.37 -0.59
C -2.25 -0.26 0.14
C -1.32 0.23 0.96
O 2.68 0.49 -0.53
H -1.16 -0.70 -1.06
H 0.54 -1.33 0.57
H 3.17 1.31 -0.44

***

No. 2
16
Properties=species:S:1:pos:R:3 method="wB97M-V/def2-TZVPD" e_tot_ev=-8401.201 gap_ev=7.9278
C -0.90 0.18 1.77
H -1.23 0.60 2.73
O -0.12 0.65 -0.39
H -0.31 -0.73 1.97
H 1.24 -0.82 0.18
C 1.15 -0.55 -2.00
H 2.10 -1.05 -2.21
H -0.83 2.08 0.86
C -0.15 1.25 1.07
H 1.88 0.73 -0.38
H 0.33 -1.26 -2.15
H -0.91 0.05 -0.42
H 1.02 0.29 -2.68
O -2.06 -0.25 0.97
H -2.32 -1.13 1.25
C 1.13 -0.04 -0.58

***

No. 3
17
Properties=species:S:1:pos:R:3 method="wB97M-V/def2-TZVPD" e_tot_ev=-17691.528 charge=-1 gap_ev=7.3818
H 0.80 1.45 2.42
C -0.15 0.51 0.63
H -1.55 2.38 0.84
H -0.72 -2.90 -2.47
C -0.96 1.78 0.11
H -1.54 1.23 -0.58
P 0.37 -0.44 -0.95
C 0.97 0.86 1.56
H -0.88 -0.30 1.11
H -1.64 -2.65 -1.04
C -1.53 -2.33 -2.03
O 1.48 -1.53 -0.24
O 1.26 0.47 -1.67
H -0.23 2.40 -0.48
H 1.61 0.09 2.04
H 1.04 -2.32 -0.22
H 1.69 1.32 0.96

***

No. 4
17
Properties=species:S:1:pos:R:3 method="wB97M-V/def2-TZVPD" e_tot_ev=-17690.648 charge=-1 gap_ev="5.0058 / 6.7726" multiplicity=3
C -1.73 -1.34 0.24
H -2.28 -0.50 -0.18
H -2.34 -2.25 0.11
H 0.14 -2.37 -0.10
C 3.19 -0.64 -0.46
H -0.44 2.06 1.09
O 0.01 1.21 -0.71
P 0.76 -0.06 0.16
C -0.37 -1.46 -0.41
H 3.57 -0.18 0.48
H -1.63 2.33 -0.22
O 0.47 0.19 1.61
H -0.07 3.20 -0.23
H -0.43 -1.45 -1.50
C -0.56 2.25 0.02
H -1.59 -1.16 1.31
H 3.30 0.17 -1.22

***

No. 5
18
Properties=species:S:1:pos:R:3 method="wB97M-V/def2-TZVPD" e_tot_ev=-30069.939 gap_ev=8.2407
O 2.66 -0.28 -2.00
H -2.69 -1.66 -1.23
C 2.58 -0.26 -0.80
H -0.76 2.28 -1.41
H 3.46 -0.25 -0.13
C 1.65 -0.19 1.77
O -2.88 -1.29 -0.36
H -0.51 -0.33 -1.27
H 0.78 -0.17 2.42
H -2.86 0.63 -1.18
H -2.81 0.50 0.58
H 2.23 -1.09 2.01
H -0.50 -0.40 0.50
H 2.25 0.70 1.97
C -0.91 0.14 -0.37
S 1.04 -0.22 0.07
C -2.44 0.05 -0.34
S -0.29 1.84 -0.23

***

No. 6
18
Properties=species:S:1:pos:R:3 method="wB97M-V/def2-TZVPD" e_tot_ev=-30072.642 gap_ev="7.8474 / 7.8491"
H -0.39 1.24 -2.32
C 2.20 -1.36 0.11
H -1.03 -0.31 0.15
H -1.27 -0.58 -1.50
H -2.52 0.29 -0.81
O 1.10 -1.40 0.67
H 0.00 2.46 1.12
C 0.80 1.71 0.97
H 2.70 -2.23 -0.29
S 1.10 1.60 -0.81
C -0.41 1.16 -1.27
H -0.30 -2.25 -0.36
C -1.41 0.14 -0.79
H 0.49 0.73 1.31
H -0.51 -3.83 -0.06
H 1.62 1.98 1.75
S 2.99 0.10 -0.47
O -0.77 -3.09 -0.72

***

No. 7
19
Properties=species:S:1:pos:R:3 method="wB97M-V/def2-TZVPD" e_tot_ev=-40908.522 gap_ev=9.7941
O 0.67 0.37 -0.48
H -3.79 0.86 -0.25
H 2.64 -1.40 -2.08
S -2.80 1.56 -0.61
H 1.78 1.10 1.39
C -1.70 0.56 0.40
C 2.83 -0.32 -1.64
O -0.76 -1.81 -0.09
C 1.93 -0.29 -0.40
H -2.93 0.67 1.92
C -2.44 -0.19 1.44
H 1.90 -1.26 -0.04
H -0.97 1.19 0.96
H -1.74 -0.65 2.16
S -0.76 -0.55 -0.77
S 2.97 0.79 0.87
H -3.14 -0.86 0.89
H 2.48 0.47 -2.30
H 3.84 -0.25 -1.36

***

No. 8
17
Properties=species:S:1:pos:R:3 method="wB97M-V/def2-TZVPD" e_tot_ev=-10449.351 charge=-2 gap_ev=6.5270
O 0.58 -2.28 -0.73
C 0.25 1.36 0.28
H 0.66 1.10 2.36
H -0.22 0.00 -1.33
H 1.31 1.58 0.12
H 1.47 -0.95 0.58
H -0.09 -1.62 1.04
H -1.06 -1.75 -2.92
O -0.15 -2.01 -3.14
C -0.27 0.02 -0.24
H 0.15 -2.08 -1.69
H -1.08 1.15 2.00
C -0.12 1.64 1.76
H -0.31 2.12 -0.24
H -1.36 -0.01 -0.12
O -0.25 2.97 2.06
C 0.48 -1.24 0.21

***

No. 9
17
Properties=species:S:1:pos:R:3 method="wB97M-V/def2-TZVPD" e_tot_ev=-10448.916 charge=-2 gap_ev=6.8526
H 0.83 -1.60 0.98
H 1.97 -1.37 -0.27
O -1.20 1.78 0.34
H 1.11 0.63 -0.96
H -0.47 -0.30 -1.23
H 1.08 -3.49 -0.78
C 0.87 -1.39 -0.11
H 0.51 1.23 1.16
H -0.58 -2.82 -0.55
H -0.94 2.71 0.61
C -0.33 0.72 0.64
O 0.51 -2.36 -2.33
C 0.42 -2.61 -1.00
H -1.61 4.49 1.91
H -0.91 -0.04 1.17
C 0.34 -0.01 -0.55
O -1.61 4.42 0.96

***

No. 10
17
Properties=species:S:1:pos:R:3 method="wB97M-V/def2-TZVPD" e_tot_ev=-10449.520 charge=-2 gap_ev=6.7445
H 1.34 1.97 0.64
C 0.50 1.93 1.41
H -1.25 0.60 1.33
C 0.64 -0.63 -0.50
H -0.84 -3.86 -0.62
H -0.10 0.97 -1.51
H 0.96 1.09 2.01
H 0.24 -2.38 -1.45
O 0.28 3.06 2.09
H 0.53 -1.24 0.42
O -0.59 -3.77 -1.53
C -0.70 1.29 0.66
C -0.44 0.46 -0.60
O 0.64 -1.46 -1.63
H 1.62 -0.14 -0.40
H -1.40 0.01 -0.90
H -1.42 2.11 0.56

***

No. 11
17
Properties=species:S:1:pos:R:3 method="wB97M-V/def2-TZVPD" e_tot_ev=-10451.155 gap_ev=9.6522 smiles="C=CC(=C)O.O.O"
H 1.34 -2.53 1.45
O 0.49 1.18 2.93
H -0.84 -0.08 1.01
H 1.34 -0.19 -3.18
H -0.14 0.48 3.14
H 0.88 0.85 -0.02
C -1.25 0.27 -0.99
C -1.53 0.36 0.31
C 0.09 0.17 -1.54
H -2.49 0.64 0.70
H 1.27 0.80 2.52
H 0.87 -1.21 0.77
C 0.33 0.01 -2.84
H -0.44 0.21 -3.57
O 0.98 -1.66 1.62
H -2.05 0.55 -1.68
O 1.15 0.16 -0.64

***

No. 12
17
Properties=species:S:1:pos:R:3 method="wB97M-V/def2-TZVPD" e_tot_ev=-10450.401 gap_ev=10.2324 smiles="O=CCCCO.O"
H 4.09 -0.34 2.48
O 1.42 -0.96 -1.37
O 3.51 -0.35 1.64
H -1.60 0.89 1.53
H 0.35 -2.26 -0.08
H 0.44 0.79 -0.14
H -2.14 -0.63 0.53
H -1.47 1.13 -1.49
H 0.56 -0.25 1.38
C 0.07 -0.13 0.41
C -1.95 1.31 -0.58
H -0.59 -1.51 -1.34
H 2.63 -0.05 1.97
O -3.15 1.67 -0.53
C 0.23 -1.32 -0.67
C -1.44 0.33 0.60
H 2.07 -1.69 -1.37

***

No. 13
17
Properties=species:S:1:pos:R:3 method="wB97M-V/def2-TZVPD" e_tot_ev=-10451.653 gap_ev=11.0762 smiles=COC[C@@H](O)CO
H 0.36 -0.32 -1.31
O -1.65 1.15 -0.53
C 0.53 -0.87 -0.38
C 2.06 0.93 -0.20
H 0.38 0.04 1.73
O 1.61 -0.30 0.34
H -2.87 -0.34 0.27
H 2.70 1.40 0.56
H -1.39 1.49 0.34
H 2.67 0.76 -1.10
H -2.05 -0.69 -1.27
H -1.05 -1.85 0.80
C -1.93 -0.21 -0.29
H 1.22 1.59 -0.44
H 0.78 -1.91 -0.63
O -0.59 -0.03 1.62
C -0.77 -0.84 0.48

***

No. 14
17
Properties=species:S:1:pos:R:3 method="wB97M-V/def2-TZVPD" e_tot_ev=-10451.329 gap_ev=11.0609 smiles="CCCC(=O)O.O"
H 1.04 -2.12 1.12
H -1.42 0.03 0.07
C 0.64 0.00 0.98
H 0.66 -2.38 -2.48
H -1.28 1.16 1.41
H 0.51 -0.83 -2.88
H 1.17 -0.29 0.08
H 0.22 -1.49 2.82
O -0.63 1.83 -1.64
C -0.72 0.70 0.52
H -1.30 2.56 -1.95
O 1.17 -1.53 -2.76
C -0.49 1.97 -0.20
H -0.63 -1.74 1.31
C 0.28 -1.48 1.61
O -0.39 3.11 0.27
H 1.16 0.50 1.72

***

No. 15
17
Properties=species:S:1:pos:R:3 method="wB97M-V/def2-TZVPD" e_tot_ev=-10447.474 gap_ev=8.7963
O 2.92 0.86 0.88
H 2.91 0.83 1.85
O 0.74 -0.55 -1.88
H -2.64 0.43 -0.25
H 1.37 -1.28 -1.84
H 0.41 1.31 0.19
H 0.76 -2.26 0.14
C 0.14 -0.39 -0.69
H -0.95 -2.18 -0.33
O 1.54 0.53 0.58
H -1.73 0.46 1.26
H -0.50 1.48 -1.40
C -0.52 0.86 -0.50
C -1.82 0.93 0.28
H -2.11 1.97 0.44
C -0.12 -1.62 0.12
H -0.38 -1.37 1.14

***

No. 16
19
Properties=species:S:1:pos:R:3 method="wB97M-V/def2-TZVPD" e_tot_ev=-21791.391 charge=-1 gap_ev=9.0204 smiles="C[C@@H](O)P(=O)([O-])[C@@H](C)O"
O 0.87 -2.51 -0.54
O 2.35 -0.32 -1.67
H -0.70 0.27 1.31
H 0.05 -1.74 2.33
H -2.93 -0.59 0.69
C -2.04 -1.06 0.17
H -1.95 -0.61 -0.80
O 1.68 -1.21 1.53
H 2.68 -1.12 -1.13
H 2.42 1.10 0.76
C -0.81 -0.82 1.02
H 0.36 0.42 -1.54
H 0.98 2.05 0.25
H -2.45 -2.11 0.08
O -0.91 -1.74 2.08
P 0.80 -1.26 0.28
C 1.78 1.42 -0.13
H 2.27 2.10 -0.98
C 1.27 0.16 -0.80

***

No. 17
20
Properties=species:S:1:pos:R:3 method="wB97M-V/def2-TZVPD" e_tot_ev=-16585.759 gap_ev="9.5277 / 9.2730"
O 3.64 -0.32 1.31
O -1.13 -0.92 -4.49
O -1.68 -1.27 -3.29
H 1.53 -0.07 -0.41
O -1.90 -0.08 -1.84
C 1.34 -0.33 0.64
H -1.20 -1.13 0.21
H -3.19 0.34 0.45
O 0.10 0.28 1.02
C 2.41 0.28 1.58
H 4.28 0.13 1.89
H 2.09 0.13 2.63
H -1.49 -0.05 -4.75
H 1.30 -1.42 0.76
H -2.13 1.71 0.81
H 2.44 1.37 1.37
C -2.24 0.63 0.91
O -0.83 0.35 -1.05
H -2.29 0.42 1.96
C -1.05 -0.05 0.30

***

No. 18
16
Properties=species:S:1:pos:R:3 method="wB97M-V/def2-TZVPD" e_tot_ev=-17190.359 gap_ev=10.0966 smiles="C=CO.CCS"
H 1.96 4.83 -3.34
O -1.64 -5.18 4.71
H -2.56 -3.87 1.65
H 2.25 2.85 -4.16
H -2.44 -5.97 3.00
H 0.34 4.67 -2.78
C -2.07 -3.97 2.68
C 1.45 4.15 -2.65
C -2.03 -5.05 3.36
H -1.64 -2.99 2.89
C 1.74 2.80 -3.21
H 1.34 3.42 -0.48
H 2.42 2.25 -2.50
H -2.09 -4.35 5.08
S 2.13 4.25 -0.91
H 0.85 2.19 -3.34

***

No. 19
16
Properties=species:S:1:pos:R:3 method="wB97M-V/def2-TZVPD" e_tot_ev=-17191.489 gap_ev=9.3475 smiles="C=CO.CSC"
C -3.12 1.14 0.38
H 3.61 -1.44 -0.95
S 1.84 -0.16 0.16
H 2.31 -2.57 0.61
H -4.70 1.25 -0.64
H -1.10 1.32 1.14
H 0.66 -2.19 0.72
H -1.30 0.78 -0.57
O -3.85 0.78 -0.71
C -1.80 1.06 0.36
H 3.70 0.24 -1.36
H 1.67 -1.66 2.02
H 2.46 -0.80 -2.09
H -3.64 1.42 1.29
C 1.66 -1.77 0.94
C 3.00 -0.58 -1.17

***

No. 20
16
Properties=species:S:1:pos:R:3 method="wB97M-V/def2-TZVPD" e_tot_ev=-17191.970 gap_ev=9.6322 smiles=CCSCOC
H -0.71 0.49 -1.19
S -0.77 -1.70 -0.16
H 3.17 0.44 -1.02
H -2.88 0.09 0.88
H -2.15 -0.50 -1.56
C 2.47 0.34 -0.20
H 0.38 -0.13 1.14
H 1.95 1.25 -0.01
H -2.83 1.39 -0.22
H -1.54 1.20 0.94
C -1.49 -0.14 -0.79
H 3.09 0.10 0.72
C -2.20 0.68 0.26
O 1.58 -0.70 -0.50
C 0.74 -1.01 0.53
H 1.19 -1.80 1.17